# 1
Density functional theory data (ωB97M-V with the def2-TZVPD basis set) for C25H32AsBeN6S2 as an isolated structure.

Summary:
Orbital gap: 7.330 eV
HOMO level: -0.3867 hartree
DFT total energy: -118294.3087 eV

ORCA input file:
```
! wB97M-V def2-TZVPD RIJCOSX def2/J DEFGRID3
* xyz 1 1
Be 0.139 1.018 0.175
N 2.277 1.440 3.674
C 1.756 1.358 2.443
S 0.176 1.986 2.125
N 2.523 0.777 1.527
N 1.879 0.722 0.348
C 2.484 0.328 -0.718
C 3.902 -0.088 -0.782
C 4.905 0.832 -0.486
C 6.236 0.452 -0.553
C 6.572 -0.849 -0.906
C 5.576 -1.770 -1.196
C 4.242 -1.390 -1.139
C 1.597 0.352 -1.891
C 1.978 -0.060 -3.159
C 1.051 -0.008 -4.185
C -0.227 0.462 -3.920
C -0.533 0.868 -2.636
N 0.352 0.814 -1.635
H 1.783 1.928 4.397
H 3.216 1.114 3.837
H 4.636 1.840 -0.196
H 7.012 1.171 -0.323
H 7.613 -1.146 -0.954
H 5.836 -2.786 -1.467
H 3.463 -2.110 -1.365
H 2.989 -0.408 -3.321
H 1.323 -0.322 -5.185
H -0.976 0.529 -4.697
H -1.504 1.273 -2.386
C -0.662 -1.726 2.448
As -0.680 -1.093 0.624
C 0.301 -2.507 -0.272
C -2.530 -1.405 0.042
C -2.998 -2.816 0.250
C -3.622 -3.189 1.439
C -4.027 -4.500 1.646
C -3.815 -5.458 0.664
C -3.204 -5.096 -0.528
C -2.800 -3.784 -0.732
H -1.110 -2.716 2.496
H -1.215 -1.033 3.078
H 0.369 -1.769 2.791
H -0.150 -3.471 -0.047
H 1.327 -2.492 0.094
H 0.302 -2.351 -1.351
H -2.570 -1.124 -1.011
H -3.134 -0.688 0.596
H -3.800 -2.442 2.205
H -4.515 -4.772 2.574
H -4.135 -6.480 0.823
H -3.049 -5.835 -1.304
H -2.333 -3.505 -1.671
C -4.459 3.602 1.265
N -3.218 4.289 0.929
C -2.169 3.692 0.354
S -2.235 2.050 -0.100
N -1.073 4.425 0.134
C -0.885 5.832 0.442
H -5.172 4.347 1.611
H -4.301 2.860 2.046
H -4.862 3.104 0.387
H -3.081 5.202 1.325
H -0.276 3.904 -0.189
H -1.827 6.371 0.374
H -0.215 6.269 -0.295
H -0.458 5.977 1.436
*
```

# 2
Density functional theory data (ωB97M-V with the def2-TZVPD basis set) for a 2-piece molecular cluster, C23H26FN6O6 overall at a distorted geometry.

Summary:
Orbital gap: 6.436 eV
HOMO level: -0.1629 hartree
DFT total energy: -48219.2495 eV

ORCA input file:
```
! wB97M-V def2-TZVPD RIJCOSX def2/J DEFGRID3
* xyz -1 1
O 3.402 3.672 2.899
O -0.248 1.787 -8.031
O -2.310 0.543 -2.794
O 2.074 -1.820 -5.356
O -1.805 -1.530 -2.219
F 1.147 2.628 -1.562
N 0.205 0.923 3.599
O -2.433 -1.598 4.373
C 2.450 2.943 3.136
C 0.206 0.932 -7.286
C -1.707 -0.539 -2.978
C 2.338 -0.652 -5.600
C -0.795 0.098 3.367
C -1.149 -0.394 5.783
C -1.456 -0.626 4.465
C -2.727 -1.975 5.666
C -1.970 -1.267 6.563
C 1.755 2.760 0.731
C -0.057 1.309 0.033
C 0.946 2.234 -0.284
C 0.575 1.453 2.370
C 1.586 2.384 2.079
C -0.225 0.926 1.365
N 2.284 2.657 4.462
N -1.080 0.062 2.010
N 3.392 -0.409 -6.389
N -3.892 -3.041 7.600
N 0.802 1.311 -6.155
C 0.125 -0.522 -7.706
C 3.884 0.886 -6.858
C -3.717 -3.025 6.122
C -2.054 -1.454 8.056
C -0.754 -0.627 -4.181
C -2.676 -2.813 8.408
C 0.502 0.220 -3.923
C 1.463 0.522 -5.095
H -0.420 0.320 6.154
H 2.526 3.475 0.463
H -0.694 0.899 -0.748
H 1.635 1.896 4.662
H 3.089 2.821 5.054
H -1.795 -0.508 1.558
H 3.876 -1.238 -6.697
H -4.397 -3.874 7.905
H 0.702 2.296 -5.974
H -0.643 -0.622 -8.470
H -0.140 -1.149 -6.858
H 1.084 -0.834 -8.109
H 3.964 1.590 -6.028
H 4.870 0.766 -7.308
H 3.203 1.292 -7.608
H -4.682 -2.833 5.641
H -3.361 -4.000 5.776
H -1.054 -1.389 8.496
H -2.664 -0.651 8.480
H -1.276 -0.247 -5.061
H -0.467 -1.663 -4.370
H -1.949 -3.610 8.216
H -2.922 -2.835 9.475
H 0.169 1.188 -3.550
H 1.076 -0.250 -3.123
H 2.189 1.198 -4.648
*
```